[1]
{
  "formula": "CH3N3O2S",
  "method": "ωB97M-V with the def2-TZVPD basis set",
  "charge": 0,
  "lumo_ev": 0.244,
  "energy_ev": -20481.2994,
  "de_lowest_kcal_mol": 98.7,
  "homo_energy_ev": -9.421,
  "species": ["C", "N", "N", "N", "O", "O", "S", "H", "H", "H"],
  "xyz": [[0.1458, -1.2458, -0.1733], [0.6507, -2.2109, 0.2348], [1.3329, -0.2004, 1.9869], [-0.2449, -0.3874, -1.0766], [0.2938, -1.3786, 3.6784], [1.1714, -2.7672, 1.1365], [1.4967, -1.4231, 2.8820], [0.5546, 0.3509, 2.2836], [-1.2645, -0.1634, -1.0668], [0.3911, 0.4381, -1.1261]],
  "forces_ev_per_angstrom": [[-0.2, 0.1, -0.1], [-1.2, 1.6, -1.9], [2.6, 0.0, -1.7], [-1.0, 2.2, -0.7], [-0.7, -1.9, 2.1], [2.0, -3.5, 2.9], [-1.2, 2.1, -0.7], [-0.7, 0.2, 0.3], [1.4, -0.1, -0.1], [-1.0, -0.9, -0.2]]
}

[2]
{
  "formula": "C4H12NO2",
  "method": "ωB97M-V with the def2-TZVPD basis set",
  "charge": 1,
  "lumo_ev": -3.085,
  "energy_ev": -9921.1789,
  "de_lowest_kcal_mol": 24.2,
  "homo_energy_ev": -14.890,
  "species": ["O", "C", "C", "N", "C", "C", "H", "H", "H", "H", "H", "H", "H", "H", "H", "H", "H", "H", "O"],
  "xyz": [[-2.6560, -0.2118, 1.4865], [-2.5354, -0.8106, 0.4558], [-1.2979, -0.6270, -0.3998], [-0.3957, 0.3128, 0.3062], [0.3007, 1.3217, -0.5648], [1.4686, 0.6949, -1.3090], [-3.2929, -1.4939, 0.0637], [-0.8074, -1.5924, -0.4701], [-1.4822, -0.2637, -1.4054], [0.3245, -0.2212, 0.8233], [-0.9612, 0.7898, 1.0270], [0.6198, 2.0999, 0.1096], [-0.4610, 1.6840, -1.2526], [2.4027, 0.8381, -0.7680], [1.6124, 1.2523, -2.2365], [1.2966, -0.3377, -1.5719], [2.5671, -1.3482, 1.4468], [1.6320, -1.0251, 2.6114], [1.6654, -1.0621, 1.6476]],
  "forces_ev_per_angstrom": [[0.0, 0.0, 0.2], [-0.1, 0.3, -0.4], [0.4, -0.1, 0.4], [0.1, 0.2, 0.2], [-0.2, -0.6, -0.1], [0.2, 1.0, -0.2], [-0.2, -0.2, 0.0], [0.1, -0.2, -0.2], [-0.3, 0.0, -0.1], [0.1, 0.0, 0.0], [-0.1, -0.2, -0.1], [0.1, 0.4, 0.0], [0.0, 0.2, 0.1], [-0.1, -0.4, 0.2], [-0.1, -0.1, 0.0], [0.0, -0.3, 0.0], [-0.2, 0.0, -0.1], [0.0, -0.1, 0.0], [0.1, 0.0, 0.2]]
}

[3]
{
  "formula": "C2H11N3O2",
  "method": "ωB97M-V with the def2-TZVPD basis set",
  "charge": 0,
  "smiles": "[H]/N=C(\\N)NC.O.O",
  "lumo_ev": 0.585,
  "energy_ev": -10817.8320,
  "de_lowest_kcal_mol": 12.5,
  "homo_energy_ev": -8.966,
  "species": ["C", "N", "C", "N", "N", "H", "H", "H", "H", "H", "H", "H", "H", "H", "O", "H", "H", "O"],
  "xyz": [[-0.7722, 0.3892, 1.5824], [0.1852, -0.3232, 0.7272], [0.5254, 0.0783, -0.5158], [1.3065, -0.8846, -1.1934], [-0.0442, 1.0962, -1.0562], [-0.3965, 1.3816, 1.8157], [-0.8327, -0.1792, 2.5083], [-1.7546, 0.3774, 1.1283], [0.4152, -1.2524, 1.0372], [2.2417, -0.9170, -0.8053], [1.2770, -0.7931, -2.1958], [-0.1131, 1.0426, -2.0635], [-0.6097, -3.9003, -0.1863], [0.1106, -2.7841, -0.8373], [0.1939, -3.3738, -0.0786], [-0.6272, 2.6076, -0.3323], [-0.2248, 4.0636, 0.2141], [-0.8803, 3.3712, 0.2512]],
  "forces_ev_per_angstrom": [[0.9, -0.6, -0.1], [0.4, 0.5, 1.0], [-1.6, -0.8, -0.5], [0.0, -0.1, 0.3], [-0.5, -0.1, 0.1], [-0.4, 0.2, -0.2], [0.0, 0.0, 0.1], [-0.2, 0.5, -0.2], [0.3, 0.0, -0.4], [0.0, -0.3, -0.3], [0.4, 0.4, 0.0], [0.8, 0.3, -0.1], [0.2, -0.2, 0.4], [0.6, 0.4, 0.0], [-0.7, -0.3, -0.3], [0.2, 0.5, 0.4], [0.3, 0.0, -0.3], [-0.6, -0.3, 0.1]]
}

[4]
{
  "formula": "C18H19AsBBiF6N9O",
  "method": "ωB97M-V with the def2-TZVPD basis set",
  "charge": 3,
  "lumo_ev": [-11.500, -12.379],
  "energy_ev": -118068.2382,
  "de_lowest_kcal_mol": 0.0,
  "homo_energy_ev": [-17.971, -17.970],
  "species": ["Bi", "C", "C", "N", "N", "C", "B", "N", "C", "C", "C", "N", "N", "C", "C", "C", "N", "N", "C", "C", "C", "N", "H", "H", "H", "H", "H", "H", "H", "H", "H", "H", "H", "H", "O", "C", "C", "C", "C", "C", "C", "N", "H", "H", "H", "H", "H", "H", "H", "F", "As", "F", "F", "F", "F", "F"],
  "xyz": [[0.7101, 0.1220, 0.0285], [0.0975, 4.1048, 1.8434], [0.7873, 3.2318, 1.0132], [0.0065, 2.1931, 0.6960], [-1.1966, 2.3767, 1.3008], [-1.1389, 3.5195, 2.0153], [-2.2656, 1.2649, 1.1997], [-1.8556, 0.1130, 2.1343], [-2.2887, -0.3665, 3.3144], [-1.3787, -1.2920, 3.7856], [-0.3792, -1.3243, 2.8257], [-0.6663, -0.4777, 1.8293], [-2.3548, 0.7383, -0.2573], [-3.4236, 0.6706, -1.0734], [-3.0548, 0.1078, -2.2754], [-1.7040, -0.1682, -2.1403], [-1.2905, 0.2047, -0.9213], [-3.6655, 1.8603, 1.5497], [-4.1713, 3.0246, 1.2659], [-5.5602, 3.0118, 1.6641], [-5.7542, 1.6901, 2.1760], [-4.6603, 0.9997, 2.1080], [0.4468, 5.0338, 2.2592], [1.7897, 3.3066, 0.6189], [-1.9701, 3.8562, 2.6128], [-3.2192, -0.0408, 3.7444], [-1.4408, -1.8605, 4.6969], [0.5302, -1.9059, 2.8064], [-4.3943, 1.0150, -0.7599], [-3.6769, -0.0749, -3.1341], [-1.0131, -0.5923, -2.8483], [-3.6141, 3.8221, 0.7950], [-6.2675, 3.8240, 1.5780], [-6.6595, 1.2580, 2.5769], [1.4670, -2.7661, 0.0536], [2.0142, -3.5076, -1.0439], [3.4741, -3.1939, -1.2380], [4.1286, -3.2618, -2.4764], [5.4647, -2.9068, -2.5683], [6.1718, -2.4956, -1.4461], [5.5162, -2.4836, -0.2154], [4.2577, -2.8241, -0.2593], [0.8666, -3.3562, 0.5244], [1.4938, -3.2791, -1.9729], [1.9280, -4.5792, -0.8498], [3.5419, -3.5164, -3.3495], [5.9625, -2.9445, -3.5291], [7.2260, -2.2550, -1.4729], [5.9982, -2.3011, 0.7392], [1.3584, 1.5006, -1.8146], [2.2399, 0.3780, -2.9609], [1.0383, 0.6908, -4.1064], [3.2787, 1.6060, -3.4340], [2.9580, -0.8794, -3.8502], [3.2175, -0.0102, -1.5504], [1.0940, -0.8611, -2.2077]],
  "forces_ev_per_angstrom": [[-0.1, 0.0, 0.0], [0.0, 0.0, 0.0], [0.0, 0.0, 0.0], [0.0, -0.1, 0.0], [0.0, 0.0, 0.0], [0.0, 0.0, 0.0], [-0.1, 0.0, 0.0], [0.0, 0.0, 0.0], [0.0, 0.0, 0.0], [0.0, 0.0, 0.0], [0.0, 0.0, 0.0], [0.0, 0.0, 0.0], [0.0, 0.0, 0.0], [0.0, 0.0, 0.0], [0.0, 0.0, 0.0], [0.0, 0.0, 0.0], [0.0, 0.0, 0.0], [0.0, -0.1, 0.0], [0.0, 0.0, 0.0], [0.0, 0.0, 0.0], [0.0, 0.0, 0.0], [0.0, 0.0, 0.0], [0.0, 0.0, 0.0], [0.0, 0.0, 0.0], [0.0, 0.0, 0.0], [0.0, 0.0, 0.0], [0.0, 0.0, 0.0], [0.0, 0.0, 0.0], [0.0, 0.0, 0.0], [0.0, 0.0, 0.0], [0.0, 0.0, 0.0], [0.0, 0.0, 0.0], [0.0, 0.0, 0.0], [0.0, 0.0, 0.0], [0.0, 0.1, -0.1], [0.0, 0.0, 0.0], [0.0, 0.0, -0.1], [-0.1, 0.0, 0.0], [0.0, 0.0, 0.0], [0.1, 0.0, 0.0], [0.0, 0.0, 0.0], [0.0, 0.0, 0.0], [0.0, 0.0, 0.0], [0.0, 0.0, 0.0], [0.0, 0.0, 0.0], [0.0, 0.0, 0.0], [0.0, 0.0, 0.0], [0.0, 0.0, 0.0], [0.0, 0.0, 0.0], [0.0, 0.0, 0.1], [0.3, -0.2, -0.1], [-0.1, 0.0, 0.0], [0.0, 0.0, 0.0], [0.0, 0.1, 0.1], [-0.1, 0.0, 0.0], [0.0, 0.0, 0.0]]
}

[5]
{
  "formula": "C7H14N4",
  "method": "ωB97M-V with the def2-TZVPD basis set",
  "charge": 0,
  "smiles": "CCC(C)(C)/N=C(/N)NC#N",
  "lumo_ev": 0.494,
  "energy_ev": -13445.7407,
  "de_lowest_kcal_mol": 4.8,
  "homo_energy_ev": -9.140,
  "species": ["C", "C", "C", "C", "C", "C", "C", "H", "H", "H", "H", "H", "H", "H", "H", "H", "H", "H", "H", "H", "H", "N", "N", "N", "N"],
  "xyz": [[2.0706, 0.4539, -1.8270], [1.5078, 0.9959, -0.5017], [1.1112, -0.0963, 0.5085], [0.5685, 0.5572, 1.7717], [2.2907, -1.0190, 0.8659], [-1.1923, -0.9983, -0.1311], [-1.8683, 1.3411, 0.0000], [1.2927, -0.0424, -2.4431], [2.8715, -0.2563, -1.5935], [2.5489, 1.2619, -2.4156], [2.2892, 1.6083, -0.0414], [0.6521, 1.6489, -0.6957], [-0.1347, 1.3656, 1.5517], [0.1504, -0.2345, 2.3881], [1.4424, 0.9571, 2.3291], [2.0536, -1.7610, 1.6825], [2.5627, -1.6203, -0.0452], [3.1542, -0.4223, 1.1902], [-1.3177, -2.8800, -0.9259], [-2.7081, -1.9650, -1.1153], [-2.9692, -0.3240, 0.4962], [0.1057, -1.0480, -0.1359], [-1.8801, -2.0925, -0.5705], [-2.0246, -0.0056, 0.2883], [-1.7462, 2.4685, -0.2218]],
  "forces_ev_per_angstrom": [[0.1, 0.2, -0.1], [0.3, -0.3, -0.5], [-1.3, -0.9, -0.5], [0.9, 0.0, 0.2], [0.1, -0.8, -0.3], [4.7, -0.8, -0.8], [-0.2, -1.5, 0.3], [0.5, 0.2, 0.4], [-0.2, 0.0, -0.3], [-0.4, -0.3, 0.2], [-0.1, 0.0, 0.1], [0.1, -0.1, 0.1], [0.2, -0.2, 0.3], [-0.4, 0.2, 0.2], [-0.6, 0.0, -0.2], [0.0, 0.9, -0.8], [-0.1, 0.6, 1.0], [-0.1, -0.1, -0.1], [-0.2, 1.0, 0.6], [-0.3, 0.3, -0.2], [0.2, 0.5, 0.0], [-1.2, 0.7, 0.3], [-0.2, -1.8, -0.4], [-1.7, 3.0, 0.4], [-0.1, -0.6, 0.1]]
}

[6]
{
  "formula": "C19H31N3NiO4S4",
  "method": "ωB97M-V with the def2-TZVPD basis set",
  "charge": 2,
  "lumo_ev": [-6.247, -6.137],
  "energy_ev": -117234.3536,
  "de_lowest_kcal_mol": 6.9,
  "homo_energy_ev": [-14.040, -14.040],
  "species": ["Ni", "C", "C", "S", "C", "C", "S", "C", "C", "S", "C", "C", "S", "H", "H", "H", "H", "H", "H", "H", "H", "H", "H", "H", "H", "H", "H", "H", "H", "N", "C", "C", "N", "C", "C", "H", "H", "H", "H", "H", "H", "H", "H", "H", "H", "H", "O", "C", "O", "C", "C", "C", "C", "C", "C", "N", "O", "O", "H", "H", "H", "H"],
  "xyz": [[-0.1333, -0.0944, 0.3897], [-2.6917, 1.7810, 0.4697], [-1.7170, 2.5452, -0.4297], [-0.4085, 1.4852, -1.1576], [1.1395, 2.4209, -0.9868], [1.7091, 2.5622, 0.4244], [1.1721, 1.2288, 1.5395], [2.5218, 0.0636, 1.8620], [1.8576, -1.0314, 2.7101], [0.1870, -1.5165, 2.1103], [-0.9720, -0.7052, 3.3033], [-2.2375, -0.1483, 2.6355], [-1.9967, 1.5905, 2.1393], [-2.9544, 0.8081, 0.0582], [-3.6015, 2.3753, 0.5440], [-1.2305, 3.3501, 0.1226], [-2.2429, 2.9812, -1.2779], [1.0128, 3.3978, -1.4539], [1.8280, 1.8538, -1.6152], [1.3705, 3.4752, 0.9111], [2.7981, 2.5875, 0.4023], [3.3022, 0.5642, 2.4341], [2.9345, -0.3307, 0.9354], [1.7595, -0.7248, 3.7503], [2.4547, -1.9411, 2.6901], [-0.4062, 0.0874, 3.7934], [-1.2213, -1.4605, 4.0465], [-3.0537, -0.2015, 3.3540], [-2.5254, -0.7206, 1.7564], [2.9546, -2.7482, -3.8646], [3.4996, -3.1394, -2.5163], [3.1035, -2.0943, -1.4750], [1.6652, -1.8516, -1.4133], [1.1685, -1.4682, -2.7357], [1.4641, -2.4943, -3.8109], [3.1658, -3.4757, -4.5500], [3.4246, -1.9007, -4.1903], [4.5793, -3.2469, -2.6069], [3.0651, -4.1117, -2.2842], [3.6055, -1.1471, -1.6977], [3.4779, -2.4376, -0.5100], [1.1931, -2.6886, -1.0815], [1.6331, -0.5107, -3.0033], [0.0896, -1.3083, -2.7051], [1.1458, -2.1610, -4.7969], [0.9944, -3.4537, -3.5935], [-1.6155, -2.1865, -2.2805], [-1.9522, -2.0689, -1.1119], [-1.5413, -1.1108, -0.3278], [-2.9086, -3.0612, -0.5134], [-3.8113, -3.6958, -1.3625], [-4.7049, -4.6287, -0.8639], [-4.6581, -4.9258, 0.4849], [-3.7611, -4.3311, 1.3505], [-2.8884, -3.3858, 0.8385], [-5.6015, -5.9318, 1.0291], [-5.5644, -6.1308, 2.2242], [-6.3574, -6.4595, 0.2462], [-3.8075, -3.4468, -2.4144], [-5.4246, -5.1260, -1.4971], [-3.7589, -4.6149, 2.3924], [-2.1649, -2.9268, 1.4973]],
  "forces_ev_per_angstrom": [[-0.2, 0.1, -0.2], [0.0, 0.0, 0.0], [0.0, 0.0, 0.0], [0.0, 0.0, 0.0], [0.1, 0.0, 0.0], [0.0, -0.1, -0.1], [0.2, 0.0, 0.1], [0.0, 0.0, 0.0], [0.0, 0.0, 0.0], [-0.1, 0.1, -0.1], [0.1, 0.0, 0.0], [0.0, 0.0, 0.0], [0.0, 0.0, 0.0], [0.0, 0.0, 0.0], [0.0, 0.0, 0.0], [0.0, 0.0, 0.0], [0.0, 0.0, 0.0], [0.0, 0.0, 0.0], [0.0, 0.0, 0.0], [0.0, 0.0, 0.0], [0.0, 0.0, 0.0], [0.0, 0.0, 0.0], [0.0, 0.0, 0.0], [0.0, 0.0, 0.0], [0.0, 0.0, 0.0], [0.0, 0.0, 0.1], [0.0, 0.0, 0.0], [0.0, 0.0, 0.0], [0.0, -0.1, 0.0], [0.0, 0.0, 0.0], [0.0, 0.0, 0.0], [0.0, -0.1, 0.0], [0.3, 0.1, -0.1], [0.0, 0.3, 0.0], [0.0, -0.1, 0.0], [0.0, 0.0, 0.0], [0.0, 0.0, 0.0], [0.0, 0.0, 0.0], [0.0, 0.0, 0.0], [0.0, 0.0, 0.0], [0.0, 0.0, 0.0], [-0.2, 0.1, 0.0], [0.1, 0.0, 0.0], [0.1, -0.1, 0.0], [0.0, 0.0, 0.0], [0.0, 0.0, 0.0], [0.0, -0.1, 0.0], [0.3, 0.1, -0.1], [-0.3, -0.2, 0.6], [-0.1, 0.0, 0.0], [0.0, 0.0, 0.0], [0.0, 0.0, 0.0], [0.0, -0.1, 0.0], [0.0, 0.0, 0.0], [0.0, 0.0, 0.0], [-0.1, 0.2, 0.0], [0.1, -0.1, 0.0], [0.0, -0.1, 0.0], [0.0, 0.0, 0.0], [0.0, 0.0, 0.0], [0.0, 0.0, 0.0], [0.0, 0.0, 0.0]]
}

Number 2 is which compound? C4H12NO2